9
Properties=species:S:1:pos:R:3:lowdin_charge:R:1 method="wB97M-V/def2-TZVPD" homo_lumo_gap_ev=8.6 lumo_ev=-0.07
C -0.44037 0.60974 -0.75077 -0.12
C 0.14349 1.77303 -1.07518 -0.12
C 1.35529 2.38198 -1.07204 0.07
C 0.43584 0.00947 0.29446 -0.09
C 1.09095 1.38552 0.36331 -0.30
N 1.45671 2.52789 0.66525 0.18
H -1.41480 0.13958 -1.05092 0.12
H -0.21742 -0.37506 1.16433 0.15
H 1.18686 -0.72603 -0.00098 0.11

---

10
Properties=species:S:1:pos:R:3:lowdin_charge:R:1 method="wB97M-V/def2-TZVPD" homo_lumo_gap_ev=8.0 lumo_ev=0.55
C -0.00749 -0.82799 0.26962 -0.35
C -0.38813 0.60868 0.64855 -0.58
C 0.98484 -0.10429 -0.66217 -0.68
S -1.72750 1.37462 -0.09477 0.76
I 2.95951 -0.05683 0.01824 0.77
H 0.28183 -1.37630 1.15449 0.09
H -0.76548 -1.23807 -0.37351 0.07
H 0.17957 1.26353 1.29359 0.05
H 0.63010 0.08868 -1.60112 0.00
H -2.14724 0.26799 -0.65292 -0.15

---

17
Properties=species:S:1:pos:R:3:lowdin_charge:R:1 method="wB97M-V/def2-TZVPD" homo_lumo_gap_ev="6.5 / 7.2" s2=2.006 spin_multiplicity=3 lumo_ev="0.86 / -2.60"
C 1.03831 -1.32220 -0.69443 -0.22
C 0.02346 -1.10693 1.39619 -0.26
N 0.26588 -2.54077 1.58144 0.01
N -1.47724 1.58355 -1.19338 -0.17
N 0.11107 -0.75179 -0.07109 -0.06
O -0.03480 3.05001 0.08780 -0.47
O 0.14051 3.08948 -2.29753 -0.32
S 0.12391 2.08285 -0.93996 0.81
H 0.40589 3.95979 -1.90970 0.06
H 1.57939 -2.30707 -0.35292 0.10
H 1.22698 -0.98489 -1.78538 0.08
H -0.95810 -0.82430 1.81824 0.11
H 0.81164 -0.59122 1.93634 0.10
H -0.53170 -2.97361 2.00939 0.07
H 1.01620 -2.83047 2.16238 0.06
H -2.14873 1.91407 -0.52235 0.05
H -1.59266 0.55351 -1.22506 0.04

---

21
Properties=species:S:1:pos:R:3:lowdin_charge:R:1 method="wB97M-V/def2-TZVPD" homo_lumo_gap_ev="5.7 / 9.1" lumo_ev="-0.66 / 0.22"
C 2.18082 -2.88959 -0.20858 -0.07
C 1.45119 -2.93340 1.00119 -0.07
C 2.35870 -1.64974 -0.84906 -0.08
C 0.70839 -1.79263 1.36993 -0.13
C 1.79529 -0.48905 -0.33759 -0.14
C 0.91563 -0.61025 0.70546 -0.47
C -3.04435 2.93822 -0.48206 -0.02
C -2.04459 2.49627 0.28371 -0.27
C -1.28427 1.27200 0.17389 -0.77
O -1.50387 0.23413 -0.53279 -0.02
Se 0.03861 1.04235 1.50665 1.06
H 2.54462 -3.84661 -0.47426 0.08
H 1.51408 -3.75146 1.72082 0.11
H 2.85626 -1.46817 -1.82505 0.11
H 0.07124 -1.70080 2.25061 0.09
H 1.99386 0.47198 -0.85926 0.10
H -3.57871 3.82212 -0.16816 0.05
H -3.40879 2.60293 -1.40981 0.03
H -1.61552 3.22187 0.99914 0.09
H 0.29752 2.54824 -1.62314 0.11
H -2.24610 0.48159 -1.24164 0.20

---

| no. | E (Ha) |
| --- | --- |
| 1 | -246.77910 |
| 2 | -813.07750 |
| 3 | -794.30417 |
| 4 | -2825.39328 |